# 1
Here is a structure of composition C53H43Br4CaINO3PTe from OMol25. Energies are from ωB97M-V/def2-TZVPD.

HOMO (alpha / beta), eV: -4.05 / -4.06
ΔE to the lowest compared entry with this formula, charge and spin, kcal/mol: 0.0
Net charge: -1
Multiplicity: 2

Positions of all 108 atoms, in Å:
Ca  -0.54894  -1.41124  0.28876
I  -2.61355  0.53093  -1.20637
C  -4.29905  1.38308  -0.24787
C  -4.83170  2.35775  -1.04943
C  -5.96607  3.09992  -0.69542
C  -6.56598  2.84533  0.49565
C  -6.04961  1.85351  1.36206
C  -6.73235  1.66285  2.58564
C  -6.30532  0.74749  3.49298
C  -5.16502  -0.00796  3.18806
C  -4.46327  0.11709  2.00956
P  -3.00816  -1.00600  1.94723
C  -2.26959  -0.79815  3.60531
C  -1.83236  0.48241  3.94717
C  -1.12686  0.69339  5.11994
C  -0.81247  -0.37700  5.94875
C  -1.23042  -1.65350  5.60896
C  -1.96533  -1.86433  4.44756
C  -3.72474  -2.68395  1.94097
C  -2.80627  -3.73863  1.86760
C  -3.24923  -5.04937  1.78083
C  -4.60925  -5.32526  1.73831
C  -5.52429  -4.28418  1.78206
C  -5.08637  -2.96953  1.88390
C  -4.88686  1.07919  1.02664
H  -4.35868  2.56820  -2.00004
H  -6.34145  3.85798  -1.37044
H  -7.44527  3.39276  0.81279
H  -7.60435  2.27738  2.77729
H  -6.81738  0.60014  4.43482
H  -4.81189  -0.72205  3.92244
H  -2.01850  1.31707  3.27942
H  -0.77584  1.68846  5.36197
H  -0.21261  -0.21732  6.83645
H  -0.96699  -2.49855  6.23306
H  -2.27636  -2.87012  4.20012
H  -1.73313  -3.55175  1.88783
H  -2.52161  -5.84942  1.73485
H  -4.95369  -6.34913  1.65826
H  -6.58649  -4.49070  1.73444
H  -5.81386  -2.16868  1.91190
Br  3.22433  0.03726  6.25541
C  2.40009  -0.87419  4.81110
C  2.29245  -2.25146  4.81393
Br  2.96512  -3.27227  6.26342
C  1.65987  -2.89070  3.73272
Br  1.46997  -4.77719  3.67638
C  1.08206  -2.19075  2.67221
O  0.49829  -2.78469  1.67028
C  1.14078  -0.74058  2.69639
O  0.55234  -0.05933  1.75684
C  1.84772  -0.14268  3.74652
Br  2.00523  1.74774  3.66751
C  8.17469  3.00043  -1.77147
C  6.83465  2.31491  -1.72196
C  6.36803  1.73442  -0.55098
C  5.13284  1.09144  -0.48913
C  4.71515  0.46807  0.82075
C  4.33047  1.04216  -1.64309
Te  2.38330  0.09035  -1.40517
N  0.39206  -1.03253  -1.83280
C  0.01537  -2.22966  -2.18534
O  -1.01767  -2.77350  -1.66891
C  0.74291  -2.97244  -3.28167
C  2.12716  -3.07020  -3.34050
C  2.73926  -3.74829  -4.38677
C  1.97228  -4.31953  -5.39230
C  0.58695  -4.23052  -5.33443
C  -0.02362  -3.57296  -4.27705
C  1.28339  1.73878  -2.15004
C  1.10632  2.82748  -1.28269
C  1.71935  2.86488  0.09128
C  0.30761  3.88981  -1.69412
C  -0.33042  3.89323  -2.92892
C  -1.18057  5.05952  -3.35791
C  -0.15122  2.79815  -3.75837
C  0.64694  1.71239  -3.39422
C  0.75334  0.58282  -4.38922
C  4.80304  1.59176  -2.84046
C  4.00468  1.52642  -4.11454
C  6.04282  2.22543  -2.85820
H  8.60631  3.09163  -0.77442
H  8.09038  4.00248  -2.19691
H  8.87997  2.44176  -2.39128
H  6.97935  1.77844  0.34523
H  5.50826  0.57302  1.56160
H  4.49994  -0.59701  0.71656
H  3.81354  0.92514  1.23022
H  2.73096  -2.61916  -2.56458
H  3.81928  -3.82766  -4.41438
H  2.45214  -4.83879  -6.21329
H  -0.01843  -4.68101  -6.11198
H  -1.10285  -3.52128  -4.20193
H  2.81184  2.88388  0.03729
H  1.43174  1.99073  0.68223
H  1.39440  3.75685  0.62848
H  0.16413  4.72643  -1.01690
H  -1.61288  5.56925  -2.49552
H  -1.99488  4.73704  -4.00868
H  -0.58868  5.79319  -3.91128
H  -0.65056  2.77155  -4.72408
H  -0.22285  0.11240  -4.52990
H  1.43825  -0.19817  -4.07362
H  1.08009  0.97005  -5.35784
H  3.49586  0.56606  -4.21168
H  4.65308  1.66148  -4.98200
H  3.23624  2.30359  -4.13920
H  6.39915  2.65603  -3.79065

Atomic partial charges in e from the Mulliken method, atoms 1 to 4: 1.317, 0.359, 0.023, -0.773

---

# 2
Here is a structure of composition C53H43IN7PPd from OMol25. Energies are from ωB97M-V/def2-TZVPD.

HOMO (alpha / beta), eV: -4.47 / -4.45
ΔE to the lowest compared entry with this formula, charge and spin, kcal/mol: 15.8
Multiplicity: 1

Positions of all 106 atoms, in Å:
Pd  16.68294  14.02326  11.50946
C  19.49095  15.19842  7.04493
N  19.30047  14.74029  8.41848
C  18.11714  14.70803  9.10161
N  18.32972  14.19360  10.36024
C  19.68836  14.00584  10.43606
C  20.30613  14.28767  9.28058
C  21.73160  14.13633  8.99822
C  22.43677  14.83769  8.02428
C  23.70017  14.46954  7.55839
C  24.34864  13.42708  8.24492
C  23.77163  12.89664  9.39314
C  22.44304  13.14786  9.73497
C  20.24818  13.83012  11.77066
C  21.26545  14.78644  12.10443
C  21.63410  15.06201  13.42684
C  21.17132  14.16843  14.39952
C  20.32438  13.10973  14.03276
C  19.87604  12.92010  12.75288
P  16.78588  15.97979  8.84304
C  15.40586  14.92767  9.05622
N  15.05146  14.36060  10.24347
C  13.72251  13.92502  10.09369
C  13.36161  14.03434  8.73854
N  14.44073  14.68496  8.08443
C  14.60245  14.75940  6.63041
C  12.01476  13.93657  8.10162
C  10.96213  14.56628  8.78435
C  9.66618  14.40535  8.28080
C  9.49018  13.82020  7.02664
C  10.61635  13.28558  6.32230
C  11.84245  13.25084  6.88844
C  12.98275  13.39050  11.21302
C  12.50982  12.07636  11.17069
C  12.07476  11.48273  12.36688
C  12.10462  12.24983  13.58802
C  12.52784  13.59316  13.57730
C  12.92012  14.14956  12.35888
C  16.91765  16.76527  10.46353
N  16.82150  16.11762  11.65344
C  16.52813  17.09946  12.58416
C  16.60107  18.37794  11.92437
N  16.97275  18.10006  10.57862
C  17.32015  19.08864  9.53167
C  16.50753  19.66200  12.56076
C  17.19449  19.85881  13.77940
C  17.12477  21.10331  14.41009
C  16.23155  22.06229  14.00853
C  15.51753  21.85657  12.80498
C  15.68596  20.68952  12.04480
C  16.08727  16.78838  13.90915
C  16.75794  15.76341  14.59415
C  16.48018  15.46911  15.95675
C  15.42167  16.08908  16.58632
C  14.69343  17.11130  15.89920
C  14.88121  17.33659  14.55133
H  19.81868  16.26277  6.98954
H  18.50611  15.13442  6.59382
H  20.19917  14.54569  6.47316
H  22.02566  15.76012  7.65538
H  24.21537  15.08109  6.76601
H  25.26772  12.98957  7.89165
H  24.21823  12.10219  9.94991
H  22.08118  12.64615  10.63242
H  21.56937  15.48514  11.28922
H  22.16031  15.96152  13.73313
H  21.39634  14.32148  15.47696
H  19.78178  12.60973  14.81657
H  19.15102  12.17502  12.55370
H  14.00722  14.03640  6.11228
H  15.65380  14.56620  6.34012
H  14.37678  15.75954  6.22931
H  11.16828  15.06608  9.72588
H  8.74739  14.69425  8.82091
H  8.56887  13.86435  6.47014
H  10.47587  12.93336  5.27245
H  12.70746  12.74221  6.47582
H  12.47172  11.50657  10.22770
H  11.68484  10.42828  12.38217
H  11.84148  11.84205  14.57372
H  12.44339  14.20966  14.48210
H  13.23252  15.15964  12.26268
H  17.20174  20.12657  9.88595
H  16.62596  18.92862  8.72814
H  18.37179  18.93140  9.26714
H  17.77647  19.06654  14.27930
H  17.77048  21.20468  15.24857
H  16.24837  23.03186  14.61458
H  14.70060  22.51561  12.45422
H  15.19545  20.56201  11.06704
H  17.52168  15.17668  14.04401
H  17.06404  14.62787  16.40306
H  15.16848  15.73900  17.59248
H  13.93454  17.73710  16.35189
H  14.23142  18.00170  13.97596
I  18.52574  8.91368  9.94002
C  17.61447  10.08020  11.41388
C  17.76532  9.79731  12.76670
C  17.08636  10.59719  13.72509
C  16.36050  11.68025  13.23984
N  16.27596  11.96257  11.90036
C  16.83192  11.11699  11.00239
H  18.38104  8.94271  13.01169
H  17.16266  10.57672  14.79966
H  15.78271  12.34790  13.93337
H  16.62914  11.20890  9.92437

Atomic partial charges in e from the Mulliken method, atoms 1 to 4: 0.084, -1.024, 0.104, -0.815

---

# 3
Here is a structure of composition C53H45BaBrN7O2PS from OMol25. Energies are from ωB97M-V/def2-TZVPD.

HOMO, eV: -0.55
ΔE to the lowest compared entry with this formula, charge and spin, kcal/mol: 38.6
Net charge: -2
Multiplicity: 1

Positions of all 111 atoms, in Å:
Ba  -0.24001  0.29928  -1.34197
O  0.54113  1.82680  -2.90136
C  1.28456  1.98646  -3.94019
C  1.64236  3.27874  -4.38599
C  2.44712  3.47146  -5.49791
C  2.92579  2.37984  -6.20720
C  2.59628  1.10069  -5.78810
C  1.79869  0.84689  -4.66665
C  1.58230  -0.54181  -4.32925
N  1.12683  -1.03097  -3.20625
N  1.02009  -2.33177  -3.10390
C  0.81468  -2.83578  -1.75042
O  -0.14800  -2.24189  -0.93721
C  0.46464  -4.33520  -1.97638
C  0.23183  -5.20970  -0.91641
C  -0.10833  -6.54004  -1.11881
C  -0.23500  -7.04399  -2.40346
C  -0.01112  -6.19296  -3.47077
C  0.33822  -4.86851  -3.26114
H  1.24641  4.12130  -3.83109
H  2.69314  4.48276  -5.80934
H  3.55347  2.51800  -7.08149
H  2.98362  0.25024  -6.34190
H  1.95600  -1.27491  -5.05519
H  0.31717  -4.86290  0.09868
H  -0.27519  -7.17967  -0.25857
H  -0.50171  -8.08243  -2.56901
H  -0.10783  -6.55925  -4.48780
H  0.51887  -4.20069  -4.08736
S  -2.88004  1.92661  -1.41748
C  -2.54213  3.17260  -0.28098
N  -3.39073  4.07701  0.12246
N  -4.60605  3.99540  -0.46776
C  -5.63543  4.79948  -0.11919
C  -5.51704  5.81458  0.85085
C  -6.60727  6.60637  1.15122
C  -7.83363  6.43167  0.51967
C  -7.95220  5.42979  -0.43576
C  -6.87916  4.62516  -0.75442
N  -1.29521  3.45045  0.45186
N  -0.37197  2.61779  0.34633
C  0.78833  2.96631  1.13183
C  0.76717  4.03127  2.03223
C  1.91279  4.32499  2.74717
C  3.06947  3.57886  2.55937
C  3.08068  2.52192  1.65916
C  1.93453  2.20010  0.94594
H  -4.72290  3.23185  -1.13213
H  -4.56931  5.95826  1.34671
H  -6.49068  7.38140  1.90102
H  -8.67832  7.06260  0.76587
H  -8.89604  5.26994  -0.94452
H  -6.99128  3.85028  -1.50282
H  -0.14070  4.60097  2.15427
H  1.90631  5.14386  3.45690
H  3.96425  3.82446  3.11831
H  3.97881  1.93669  1.50289
H  1.98109  1.36711  0.25815
C  -1.64021  -2.40690  4.30259
C  -0.50591  -1.41388  4.28383
C  -0.18215  -0.81397  5.50045
C  0.85449  0.09236  5.62961
C  1.61369  0.40713  4.51628
C  1.29429  -0.17583  3.30638
C  0.24020  -1.07602  3.14492
P  0.09368  -1.55737  1.33324
C  -1.66839  -2.03388  1.30457
C  -2.09442  -3.30119  0.91370
C  -3.43284  -3.62721  0.88904
C  -4.38365  -2.66830  1.22302
C  -3.97316  -1.40007  1.57742
C  -2.61818  -1.06290  1.63720
C  -2.26838  0.31805  2.11163
C  1.22539  -3.00790  1.42553
C  1.24348  -3.80561  2.57000
C  2.13525  -4.85321  2.73028
C  3.06737  -5.10312  1.74121
C  3.06492  -4.32632  0.60012
C  2.14663  -3.29605  0.39413
C  2.14514  -2.66580  -0.95675
H  -1.76657  -2.79982  5.31331
H  -1.48247  -3.24400  3.62920
H  -2.58622  -1.95023  3.99686
H  -0.76970  -1.07946  6.37371
H  1.06664  0.54278  6.59191
H  2.43585  1.11041  4.57563
H  1.88077  0.08374  2.43242
H  -1.36392  -4.02748  0.60172
H  -3.73581  -4.62050  0.57887
H  -5.44015  -2.90714  1.18704
H  -4.70355  -0.63340  1.81178
H  -2.92065  1.05279  1.64172
H  -1.24002  0.58711  1.88866
H  -2.38256  0.38980  3.19795
H  0.55156  -3.59585  3.36843
H  2.10291  -5.45324  3.63205
H  3.78441  -5.90922  1.84664
H  3.76636  -4.54525  -0.19653
H  2.98235  -3.07182  -1.53454
H  2.28586  -1.58118  -0.89359
Br  7.63381  2.52880  -2.27881
C  5.86778  1.85046  -2.07471
C  5.66277  0.48458  -1.97154
C  4.35474  0.04696  -1.82660
N  3.30912  0.85884  -1.77889
C  3.52989  2.16292  -1.86940
C  4.79407  2.71816  -2.02932
H  6.48231  -0.21825  -2.00994
H  4.13588  -1.01320  -1.76985
H  2.65229  2.79592  -1.83152
H  4.91551  3.78698  -2.12170

Atomic partial charges in e from the Mulliken method, atoms 1 to 4: 1.687, -0.484, -0.061, -0.349